Entry from the OMol25 dataset: C2H4N4S in the gas phase at a distorted geometry (ωB97M-V/def2-TZVPD).

Cartesian coordinates (Å):
C (-0.806, -1.310, -0.028)
C (-0.130, 0.995, -0.018)
N (-2.049, -1.117, 0.021)
N (0.428, 2.084, -0.018)
N (0.168, -0.271, -0.059)
N (1.515, -0.704, -0.050)
S (-2.723, 0.361, 0.038)
H (-0.374, -2.295, -0.040)
H (-0.010, 2.987, -0.006)
H (1.922, -0.571, 0.876)
H (2.060, -0.158, -0.716)

Output
Kohn-Sham gap (spin up / spin down)   7.4814 / 7.4004 eV
E   -18930.951 eV
Total charge   0
HOMO (spin up / spin down)   -8.2 / -8.1 eV
LUMO level (spin up / spin down)   -0.679 / -0.731 eV

Results of the natural (NBO) charge analysis, in e, for atoms 1 through 4: number 1, C, carries 0.21; number 2, C, carries 0.58; number 3, N, carries -0.58; number 4, N, carries -0.72



Entry from the OMol25 dataset: 2 unconnected molecules or ions with the total composition C2H4N4S2 at a distorted geometry (ωB97M-V/def2-TZVPD).

Cartesian coordinates (Å):
C (-2.572, -1.531, 0.168)
C (0.977, -0.388, 0.015)
N (-1.717, -2.221, -0.156)
N (-1.252, 2.184, 0.820)
N (-0.637, 1.310, 0.454)
N (-0.247, 0.331, -0.074)
S (-3.909, 0.853, -0.815)
S (-3.853, -0.560, 0.675)
H (1.632, -0.125, -0.817)
H (1.496, -0.191, 0.956)
H (0.723, -1.446, -0.048)
H (-3.196, 1.798, -0.176)

Output
Kohn-Sham gap   9.4389 eV
E   -29766.726 eV
Total charge   0
HOMO   -9.6 eV
LUMO level   -0.168 eV

Results of the natural (NBO) charge analysis, in e, for atoms 1 through 4: number 1, C, carries 0.03; number 2, C, carries -0.43; number 3, N, carries -0.32; number 4, N, carries -0.18



Entry from the OMol25 dataset: C2H4N6 in the gas phase at a distorted geometry (ωB97M-V/def2-TZVPD).

Cartesian coordinates (Å):
H (-3.110, -0.939, -0.509)
N (-2.134, -1.169, -0.436)
C (-1.288, -0.080, 0.009)
N (-1.870, 1.132, 0.581)
N (0.151, 0.006, -0.186)
N (0.930, 1.122, -0.549)
C (2.110, 0.556, -0.154)
N (2.066, -0.835, 0.284)
N (0.771, -1.160, 0.406)
H (-1.444, 1.998, 0.420)
H (-2.831, 1.141, 0.202)
H (3.056, 1.281, 0.057)

Output
Kohn-Sham gap   9.1837 eV
E   -11074.813 eV
SMILES string   [H]/N=C(\N)n1ncnn1
Total charge   0
HOMO   -9.6 eV
LUMO level   -0.466 eV

Results of the natural (NBO) charge analysis, in e, for atoms 1 through 4: number 1, H, carries 0.34; number 2, N, carries -0.68; number 3, C, carries 0.58; number 4, N, carries -0.81



Entry from the OMol25 dataset: C2H4N6O3 in the gas phase at a distorted geometry (ωB97M-V/def2-TZVPD).

Cartesian coordinates (Å):
N (1.051, 2.154, 0.113)
C (0.074, 1.250, 0.022)
N (-1.174, 1.489, -0.238)
N (-1.834, 0.326, -0.345)
N (-3.151, 0.231, 0.099)
O (-3.791, 1.238, 0.033)
O (-3.510, -0.869, 0.420)
N (-0.881, -0.800, 0.066)
N (-1.154, -2.054, -0.401)
C (0.343, -0.210, 0.174)
O (1.401, -0.764, 0.384)
H (1.967, 1.823, 0.365)
H (0.851, 3.137, 0.063)
H (-1.660, -2.611, 0.283)
H (-0.307, -2.509, -0.729)

Output
Kohn-Sham gap   9.0765 eV
E   -17216.302 eV
SMILES string   Nc1nn([N+](=O)[O-])n(N)c1=O
Total charge   0
HOMO   -9.1 eV
LUMO level   -0.043 eV

Results of the natural (NBO) charge analysis, in e, for atoms 1 through 4: number 1, N, carries -0.78; number 2, C, carries 0.30; number 3, N, carries -0.28; number 4, N, carries 0.01



Entry from the OMol25 dataset: a gas-phase ion, C2H4NO2 (charge -1) at a distorted geometry (ωB97M-V/def2-TZVPD).

Cartesian coordinates (Å):
C (0.467, -0.498, -0.399)
C (-0.874, 0.007, 0.094)
N (1.313, 0.509, -0.751)
O (1.478, 0.773, -1.978)
O (-0.675, 0.702, 1.282)
H (0.845, -1.013, 0.456)
H (0.114, -1.091, -1.371)
H (-1.311, 0.798, -0.619)
H (-0.834, 1.637, 1.219)

Output
Kohn-Sham gap (spin up / spin down)   6.5511 / 5.6556 eV
E   -7719.442 eV
Total charge   -1
HOMO (spin up / spin down)   -2.1 / -1.2 eV
LUMO level (spin up / spin down)   4.474 / 4.409 eV

Results of the natural (NBO) charge analysis, in e, for atoms 1 through 4: number 1, C, carries -0.37; number 2, C, carries -0.15; number 3, N, carries -0.06; number 4, O, carries -0.52



Entry from the OMol25 dataset: a gas-phase ion, C2H4NO2 (charge -1) at a distorted geometry (ωB97M-V/def2-TZVPD).

Cartesian coordinates (Å):
O (-2.258, -0.536, -0.984)
C (-1.189, -0.567, -0.361)
N (-0.283, 0.397, -0.318)
C (1.068, 0.230, 0.427)
O (1.887, 1.226, 0.149)
H (-0.886, -1.403, 0.285)
H (-0.358, 1.148, -0.981)
H (0.668, 0.348, 1.466)
H (1.351, -0.843, 0.318)

Output
Kohn-Sham gap   7.2707 eV
E   -7724.140 eV
SMILES string   O=CNC[O-]
Total charge   -1
HOMO   -2.9 eV
LUMO level   4.331 eV

Results of the natural (NBO) charge analysis, in e, for atoms 1 through 4: number 1, O, carries -0.71; number 2, C, carries 0.51; number 3, N, carries -0.63; number 4, C, carries 0.16



Entry from the OMol25 dataset: 2 unconnected molecules or ions with the total composition C2H4NO2 at a distorted geometry (ωB97M-V/def2-TZVPD).

Cartesian coordinates (Å):
O (1.675, -0.187, 1.156)
C (1.747, 0.230, -0.075)
N (0.876, 0.024, -1.069)
C (-1.794, -0.101, 0.264)
O (-2.756, 0.285, -0.310)
H (2.621, 0.896, -0.334)
H (0.153, -0.673, -0.902)
H (-1.579, -1.022, 0.816)
H (-0.942, 0.549, 0.453)

Output
Kohn-Sham gap   7.5266 eV
E   -7723.496 eV
Total charge   -1
HOMO   -3.4 eV
LUMO level   4.083 eV

Results of the natural (NBO) charge analysis, in e, for atoms 1 through 4: number 1, O, carries -0.83; number 2, C, carries 0.43; number 3, N, carries -0.94; number 4, C, carries 0.29



Entry from the OMol25 dataset: a gas-phase ion, C2H4NO2 (charge -1) at a distorted geometry (ωB97M-V/def2-TZVPD).

Cartesian coordinates (Å):
N (-1.104, 0.609, -0.640)
C (-0.365, -0.494, -0.018)
C (1.149, -0.222, 0.402)
O (1.299, -0.026, 1.639)
O (1.980, -0.101, -0.506)
H (-1.293, 1.231, 0.145)
H (-0.469, 1.178, -1.195)
H (-0.904, -0.818, 0.864)
H (-0.293, -1.357, -0.691)

Output
Kohn-Sham gap   8.2405 eV
E   -7725.238 eV
SMILES string   NCC(=O)[O-]
Total charge   -1
HOMO   -3.6 eV
LUMO level   4.690 eV

Results of the natural (NBO) charge analysis, in e, for atoms 1 through 4: number 1, N, carries -0.84; number 2, C, carries -0.33; number 3, C, carries 0.74; number 4, O, carries -0.80



Entry from the OMol25 dataset: a gas-phase ion, C2H4NO2 (charge -1) at a distorted geometry (ωB97M-V/def2-TZVPD).

Cartesian coordinates (Å):
C (1.046, 0.239, 0.083)
N (0.076, -0.598, -0.634)
C (-1.390, 0.003, -0.076)
O (-2.102, -0.812, 0.443)
O (-1.428, 1.181, -0.367)
H (2.062, -0.063, -0.052)
H (0.870, 1.211, -0.347)
H (0.884, 0.356, 1.104)
H (-0.018, -1.517, -0.153)

Output
Kohn-Sham gap   8.2652 eV
E   -7724.912 eV
SMILES string   CNC(=O)[O-]
Total charge   -1
HOMO   -3.7 eV
LUMO level   4.542 eV

Results of the natural (NBO) charge analysis, in e, for atoms 1 through 4: number 1, C, carries -0.43; number 2, N, carries -0.77; number 3, C, carries 0.90; number 4, O, carries -0.76



Entry from the OMol25 dataset: a gas-phase ion, C2H4NO2 (charge +1) at a distorted geometry (ωB97M-V/def2-TZVPD).

Cartesian coordinates (Å):
C (0.134, -0.227, 0.572)
C (-1.125, -0.382, -0.260)
O (-1.824, 0.841, -0.984)
N (-2.390, 0.253, -0.050)
O (-3.504, 0.354, 0.752)
H (0.952, -0.821, 0.210)
H (0.118, -0.499, 1.635)
H (0.248, 0.862, 0.509)
H (-1.061, -1.250, -0.900)

Output
Kohn-Sham gap   10.1437 eV
E   -7708.971 eV
SMILES string   C[C@@H]1O[N+]1=O
Total charge   +1
HOMO   -18.3 eV
LUMO level   -8.195 eV

Results of the natural (NBO) charge analysis, in e, for atoms 1 through 4: number 1, C, carries -0.70; number 2, C, carries 0.27; number 3, O, carries -0.09; number 4, N, carries 0.48



Entry from the OMol25 dataset: C2H4NO2P in the gas phase at a distorted geometry (ωB97M-V/def2-TZVPD).

Cartesian coordinates (Å):
C (0.950, -0.545, -0.017)
C (0.187, 0.731, 0.157)
N (-1.034, -1.601, -0.245)
O (0.109, -1.624, 0.382)
O (-2.396, 1.508, -0.140)
P (-1.600, 0.267, 0.018)
H (1.248, -0.676, -1.153)
H (1.980, -0.641, 0.510)
H (0.383, 1.223, 1.220)
H (0.173, 1.358, -0.734)

Output
Kohn-Sham gap (spin up / spin down)   8.0725 / 7.8728 eV
E   -17008.003 eV
Total charge   0
HOMO (spin up / spin down)   -9.1 / -8.7 eV
LUMO level (spin up / spin down)   -0.981 / -0.804 eV

Results of the natural (NBO) charge analysis, in e, for atoms 1 through 4: number 1, C, carries -0.12; number 2, C, carries -0.85; number 3, N, carries -0.32; number 4, O, carries -0.33



Entry from the OMol25 dataset: 2 unconnected molecules or ions with the total composition C2H4NO3 (ωB97M-V/def2-TZVPD).

Cartesian coordinates (Å):
C (-1.764, -0.346, 0.349)
N (-0.897, -0.546, -0.650)
O (-2.979, -0.198, 0.285)
H (-1.282, -0.296, 1.336)
H (0.025, -0.043, -0.589)
H (-1.282, -0.562, -1.584)
O (1.367, 1.043, -0.708)
C (2.220, 0.467, 0.019)
O (2.063, -0.465, 0.818)
H (3.267, 0.861, -0.069)

Output
Kohn-Sham gap   9.0518 eV
E   -9773.673 eV
Total charge   -1
HOMO   -4.7 eV
LUMO level   4.302 eV

Results of the natural (NBO) charge analysis, in e, for atoms 1 through 4: number 1, C, carries 0.53; number 2, N, carries -0.84; number 3, O, carries -0.68; number 4, H, carries 0.10



Record order is preserved below.
Energy relative to the best compared isomer or geometry (same formula, charge and spin): 347.4 251.2 328.3 0.0 595.4 142.1 204.2 36.1 67.5 674.0 521.7 13.2 kJ/mol